# 1
# C24H31N3P2Pd

A molecular structure, C24H31N3P2Pd at a distorted geometry (ωB97M-V with the def2-TZVPD basis set, the OMol25 dataset).

Positions of all 61 atoms, in Å:
C 2.689 -2.183 -3.184
C 2.521 -1.135 -2.279
C 2.063 0.124 -2.795
C 1.295 0.124 -4.025
C 1.208 -1.088 -4.750
C 1.984 -2.187 -4.399
C 0.585 1.297 -4.336
C 0.491 2.342 -3.406
C 1.336 2.260 -2.239
C 1.151 3.188 -1.160
C 0.385 4.322 -1.392
C -0.450 4.412 -2.534
C -0.450 3.401 -3.479
H 3.363 -3.005 -2.931
H 0.518 -1.136 -5.597
H 2.045 -3.055 -5.049
H 0.012 1.348 -5.255
H 0.450 5.152 -0.678
H -1.094 5.285 -2.642
H -1.186 3.394 -4.288
N 2.267 1.290 -2.137
Pd -1.214 -1.554 0.067
C 2.686 -1.299 -0.784
H 2.867 -0.329 -0.303
H 3.517 -1.965 -0.501
C 1.705 2.798 0.207
H 2.534 2.078 0.124
H 2.066 3.653 0.796
P 1.096 -1.967 -0.029
P 0.357 1.932 1.121
C -0.917 3.117 1.535
H -1.777 2.578 1.953
H -0.561 3.835 2.288
H -1.242 3.663 0.642
C 0.931 1.155 2.623
H 0.968 1.883 3.446
H 0.228 0.357 2.892
H 1.928 0.723 2.486
C 0.979 -3.609 -0.777
H 1.891 -4.172 -0.548
H 0.094 -4.119 -0.390
H 0.872 -3.511 -1.860
C 1.572 -2.316 1.687
H 0.694 -2.450 2.330
H 2.177 -3.230 1.685
H 2.159 -1.471 2.062
H -1.873 -0.205 -0.236
H -0.186 0.968 0.215
N -4.653 -1.703 5.188
C -3.828 -1.611 4.108
C -3.854 -0.473 3.274
C -3.067 -0.456 2.132
N -2.296 -1.527 1.829
C -2.198 -2.598 2.634
C -2.961 -2.680 3.792
H -5.280 -0.959 5.439
H -4.644 -2.501 5.798
H -4.503 0.374 3.488
H -3.041 0.384 1.431
H -1.501 -3.375 2.294
H -2.907 -3.570 4.417

The relative energy (zero: lowest compared OMol25 entry of this formula, charge and spin) comes out at 54.00 kcal per mole. The spin multiplicity is 5. The net charge is +2. The value obtained for the calculated total energy is -51900.861 eV. For the orbital gap (alpha / beta), the calculation gives 5.77 / 5.63 eV. The LUMO energy (alpha / beta) comes out at -5.193 / -7.915 eV. The value obtained for the largest force on an atom is 2.11 eV/Å.

The molecule's Löwdin atomic charges, reported in e, are given here: -0.057, -0.210, -0.172, -0.141, 0.005, -0.043, 0.053, -0.138, -0.187, -0.222, -0.059, -0.044, -0.001, 0.129, 0.129, 0.121, 0.133, 0.126, 0.120, 0.128, 0.187, 0.608, -0.234, 0.070, 0.117, -0.220, 0.084, 0.117, 0.788, 0.944, -0.187, 0.053, 0.084, 0.060, -0.199, 0.081, 0.052, 0.054, -0.252, 0.073, 0.045, 0.045, -0.250, 0.027, 0.066, 0.034, -0.055, -0.012, 0.163, -0.279, 0.012, -0.145, -0.163, -0.134, 0.017, 0.120, 0.120, 0.125, 0.077, 0.111, 0.128

# 2
# C24H31N4O6PPbS2

A molecular structure, C24H31N4O6PPbS2 (ωB97M-V with the def2-TZVPD basis set, the OMol25 dataset).

Positions of all 69 atoms, in Å:
Pb 0.040 -0.062 -0.871
O -0.098 2.030 -2.201
N -0.896 2.944 -1.852
N -1.716 2.616 -0.932
O -1.823 1.403 -0.409
C -2.637 3.630 -0.479
C -2.300 4.973 -0.563
C -3.205 5.925 -0.118
C -4.427 5.538 0.417
C -4.744 4.190 0.505
C -3.848 3.228 0.060
H -1.342 5.255 -0.978
H -2.948 6.975 -0.178
H -5.123 6.287 0.776
H -5.694 3.882 0.924
H -4.065 2.172 0.138
O -5.489 -5.391 0.424
C -5.843 -4.038 0.197
C -4.607 -3.245 -0.126
C -4.714 -1.958 -0.631
C -3.559 -1.246 -0.895
N -2.335 -1.734 -0.681
C -2.229 -2.966 -0.180
C -3.339 -3.757 0.099
C -0.858 -3.473 0.138
C -0.558 -4.820 0.000
C 0.697 -5.282 0.377
C 1.051 -6.737 0.215
O 0.070 -7.604 0.771
C 1.596 -4.372 0.901
C 1.228 -3.036 0.983
N 0.038 -2.583 0.594
H -6.279 -5.883 0.661
H -6.311 -3.601 1.085
H -6.550 -3.944 -0.631
H -5.684 -1.508 -0.813
H -3.596 -0.240 -1.300
H -3.225 -4.752 0.507
H -1.291 -5.510 -0.399
H 2.040 -6.925 0.638
H 1.092 -6.985 -0.844
H 0.004 -7.429 1.715
H 2.581 -4.683 1.230
H 1.924 -2.293 1.356
C 4.274 2.449 2.580
C 5.015 1.231 2.059
C 6.334 1.589 1.398
O 4.237 0.409 1.151
P 3.194 0.824 0.026
S 2.957 -0.755 -1.140
S 1.469 1.485 0.855
O 3.972 2.030 -0.651
C 3.616 2.951 -1.722
C 3.013 2.253 -2.922
C 2.723 4.051 -1.177
H 4.914 2.963 3.300
H 3.341 2.173 3.070
H 4.043 3.140 1.767
H 5.207 0.550 2.886
H 6.175 2.290 0.579
H 6.822 0.695 1.004
H 6.993 2.050 2.137
H 4.584 3.365 -1.999
H 1.993 1.924 -2.714
H 3.612 1.395 -3.223
H 2.976 2.967 -3.748
H 1.724 3.662 -0.971
H 2.640 4.851 -1.916
H 3.140 4.465 -0.258

The relative energy (zero: lowest compared OMol25 entry of this formula, charge and spin) comes out at 10.48 kcal per mole. The value obtained for the calculated total energy is -79844.542 eV. For the orbital gap, the calculation gives 8.10 eV. The LUMO energy comes out at 0.109 eV. The value obtained for the largest force on an atom is 0.51 eV/Å.

The molecule's Löwdin atomic charges, reported in e, are given here: 1.139, -0.314, -0.021, -0.228, -0.313, -0.168, -0.019, -0.081, -0.094, -0.080, -0.016, 0.108, 0.104, 0.101, 0.102, 0.105, -0.055, -0.206, -0.180, -0.011, -0.115, 0.047, -0.206, 0.047, -0.213, 0.038, -0.188, -0.206, -0.052, -0.002, -0.138, 0.047, 0.092, 0.132, 0.127, 0.119, 0.102, 0.119, 0.129, 0.118, 0.131, 0.093, 0.118, 0.097, -0.074, -0.433, -0.048, -0.317, -0.143, 0.207, 0.239, -0.311, -0.422, -0.071, -0.062, 0.086, 0.062, 0.064, 0.137, 0.075, 0.086, 0.083, 0.138, 0.036, 0.068, 0.092, 0.032, 0.088, 0.078

# 3
# C24H31O2Zr

A molecular structure, C24H31O2Zr at a distorted geometry (ωB97M-V with the def2-TZVPD basis set, the OMol25 dataset).

Positions of all 58 atoms, in Å:
C -6.275 -2.468 1.895
O -5.091 -2.382 2.708
C -4.353 -1.246 2.651
C -3.172 -1.216 3.434
C -2.316 -0.141 3.338
C -2.628 0.945 2.510
C -1.562 2.013 2.249
O -2.201 3.214 1.809
C -1.400 4.399 1.971
C -3.823 0.951 1.787
C -4.697 -0.120 1.873
H -6.657 -3.466 2.099
H -7.009 -1.712 2.193
H -6.043 -2.362 0.829
H -2.951 -2.068 4.074
H -1.366 -0.139 3.882
H -1.024 2.206 3.189
H -1.873 5.202 1.384
H -1.395 4.662 3.045
H -0.342 4.296 1.638
H -4.057 1.787 1.129
H -5.632 -0.100 1.307
C 2.892 -3.343 -0.894
C 3.068 -2.095 -1.759
C 4.057 -2.329 -2.899
C 1.733 -1.610 -2.299
C 1.585 -0.694 -3.405
C 0.248 -0.168 -3.347
C -0.401 -0.710 -2.190
C 0.509 -1.601 -1.542
Zr 1.736 0.671 -1.482
C -0.609 1.505 1.209
C 1.839 2.595 -2.546
C 3.950 1.323 -0.444
C 3.255 0.764 0.676
C 2.972 -0.607 0.389
C 3.490 -0.900 -0.920
C 4.071 0.308 -1.455
H 2.188 -3.191 -0.070
H 2.520 -4.170 -1.510
H 3.857 -3.637 -0.466
H 4.195 -1.441 -3.524
H 5.032 -2.611 -2.487
H 3.693 -3.143 -3.537
H 2.320 -0.529 -4.194
H -0.196 0.506 -4.080
H -1.437 -0.549 -1.888
H 0.295 -2.241 -0.685
H 0.248 2.183 1.070
H -1.143 1.410 0.245
H -0.184 0.519 1.446
H 1.969 3.416 -1.819
H 2.665 2.671 -3.268
H 0.906 2.803 -3.097
H 4.350 2.335 -0.516
H 3.050 1.257 1.627
H 2.538 -1.340 1.071
H 4.604 0.388 -2.404

The net charge is +1. The value obtained for the calculated total energy is -30759.302 eV. For the orbital gap, the calculation gives 5.82 eV. The LUMO energy comes out at -4.542 eV. The value obtained for the largest force on an atom is 1.86 eV/Å.

The molecule's Löwdin atomic charges, reported in e, are given here: -0.062, -0.087, -0.270, 0.002, -0.047, -0.186, -0.372, -0.170, -0.075, -0.023, -0.011, 0.094, 0.096, 0.094, 0.121, 0.121, 0.152, 0.096, 0.096, 0.082, 0.121, 0.107, -0.014, -0.486, -0.016, -0.271, -0.149, -0.150, -0.118, -0.086, 1.671, -0.059, -0.273, -0.150, -0.122, -0.089, -0.270, -0.150, 0.072, 0.107, 0.106, 0.072, 0.107, 0.108, 0.135, 0.124, 0.122, 0.129, 0.062, 0.093, 0.084, 0.005, 0.013, 0.000, 0.126, 0.122, 0.128, 0.135

# 4
# C24H32BCl2N2O9S

2 unconnected molecules or ions with the total composition C24H32BCl2N2O9S at a distorted geometry (ωB97M-V with the def2-TZVPD basis set, the OMol25 dataset).

Positions of all 71 atoms, in Å:
C -2.702 -1.536 -0.206
C -2.023 -0.367 0.171
C -0.518 -0.294 0.431
C -0.266 -1.283 1.625
C 0.330 -0.583 2.882
C 0.797 -1.690 3.862
C 2.282 -2.074 3.666
C 3.188 -1.198 4.575
N 2.659 0.146 4.809
O -0.294 1.025 0.879
B 0.031 1.938 -0.239
C 1.391 2.853 -0.069
C 1.525 3.552 1.256
O 1.012 3.261 2.285
Cl 2.677 5.011 1.258
C -1.345 2.794 -0.579
C -1.120 4.308 -0.667
C -0.726 4.795 -1.909
C -0.452 6.119 -2.124
C -0.579 6.969 -1.043
C -0.980 6.532 0.182
C -1.256 5.186 0.394
C -1.691 4.727 1.773
O 0.445 0.912 -1.275
C 0.419 -0.382 -0.849
C -0.157 -1.079 -2.134
C 0.342 -2.516 -2.279
O 0.954 -2.851 -3.254
Cl 0.079 -3.749 -1.002
O 1.705 -1.047 -0.697
C 2.491 -0.505 0.178
N 3.169 0.007 0.977
H -2.912 -2.333 0.511
H -3.002 -1.709 -1.244
H -2.608 0.546 0.312
H 0.516 -1.990 1.304
H -1.159 -1.811 1.966
H 1.134 0.097 2.615
H -0.488 0.005 3.316
H 0.548 -1.445 4.900
H 0.206 -2.585 3.610
H 2.584 -2.008 2.616
H 2.365 -3.131 3.956
H 3.327 -1.713 5.538
H 4.154 -1.083 4.072
H 3.376 0.852 4.791
H 2.090 0.203 5.638
H 1.485 3.555 -0.906
H 2.279 2.209 -0.147
H -1.777 2.524 -1.556
H -2.114 2.658 0.185
H -0.614 4.090 -2.731
H -0.156 6.478 -3.104
H -0.348 8.024 -1.180
H -1.061 7.203 1.033
H -0.918 4.983 2.504
H -1.828 3.645 1.802
H -2.643 5.187 2.067
H -1.239 -0.989 -2.188
H 0.253 -0.518 -2.973
C -1.201 -5.536 -3.718
C -0.078 -6.058 -4.584
O -0.517 -7.363 -4.994
S -2.115 -7.364 -5.142
O -2.448 -7.172 -6.508
O -2.632 -8.448 -4.388
O -2.403 -5.996 -4.357
H -1.161 -5.964 -2.716
H -1.198 -4.454 -3.650
H 0.865 -6.120 -4.050
H 0.052 -5.446 -5.479

The net charge is -1. The value obtained for the calculated total energy is -83370.220 eV. For the orbital gap, the calculation gives 6.93 eV. The LUMO energy comes out at 1.850 eV. The value obtained for the largest force on an atom is 4.43 eV/Å.

The molecule's Löwdin atomic charges, reported in e, are given here: -0.018, -0.028, -0.329, -0.103, -0.183, -0.214, -0.198, -0.279, 0.001, 0.001, -0.738, -0.057, -0.727, 0.059, 0.499, -0.017, -0.205, -0.067, -0.099, -0.123, -0.067, -0.228, -0.034, 0.069, -0.368, -0.025, -0.729, 0.033, 0.700, 0.064, -0.298, 0.217, 0.045, 0.046, 0.116, 0.086, 0.108, 0.081, 0.117, 0.098, 0.095, 0.079, 0.095, 0.095, 0.101, 0.064, 0.061, 0.098, 0.099, 0.106, 0.077, 0.119, 0.097, 0.095, 0.113, 0.078, 0.068, 0.080, 0.108, 0.138, -0.184, -0.160, -0.191, 0.599, -0.225, -0.224, -0.186, 0.117, 0.107, 0.137, 0.136

# 5
# C24H32ClGdO3P2

A molecular structure, C24H32ClGdO3P2 at a distorted geometry (ωB97M-V with the def2-TZVPD basis set, the OMol25 dataset).

Positions of all 63 atoms, in Å:
Gd -1.076 -0.584 0.720
Cl -1.416 1.170 2.440
P -0.168 1.207 -1.197
C -1.667 0.359 -1.929
C -1.499 -0.544 -2.996
C -2.602 -1.258 -3.448
C -3.867 -1.041 -2.889
C -4.032 -0.136 -1.844
C -2.939 0.557 -1.325
C -0.519 2.968 -1.410
C 0.245 3.866 -0.631
C 0.041 5.236 -0.774
C -0.936 5.707 -1.664
C -1.729 4.814 -2.391
C -1.536 3.446 -2.249
C 1.261 0.901 -2.261
C 2.290 0.069 -1.761
C 3.417 -0.174 -2.547
C 3.527 0.441 -3.805
C 2.529 1.296 -4.276
C 1.396 1.533 -3.503
H 0.950 3.479 0.115
H 0.622 5.932 -0.159
H -1.116 6.778 -1.739
H -2.529 5.181 -3.033
H -2.209 2.752 -2.740
H -0.504 -0.707 -3.429
H -2.464 -1.998 -4.236
H -4.720 -1.601 -3.273
H -5.014 0.016 -1.405
H -3.054 1.229 -0.461
H 2.218 -0.363 -0.749
H 4.204 -0.832 -2.158
H 4.417 0.247 -4.402
H 2.641 1.788 -5.239
H 0.635 2.224 -3.847
H -0.874 -2.228 -0.667
H -0.069 -2.215 -0.483
C -2.905 -2.647 3.313
C -2.156 -2.868 2.024
O -0.665 -2.250 2.351
P 0.860 -2.392 1.469
O 1.894 -3.393 2.088
C 2.511 -3.357 3.473
C 1.442 -3.295 4.517
O 1.149 -0.842 2.027
C 2.507 -0.053 2.197
C 2.465 0.479 3.604
H -2.438 -3.217 4.132
H -3.928 -3.020 3.204
H -2.994 -1.591 3.603
H -1.960 -3.926 1.865
H -2.612 -2.411 1.106
H 3.059 -4.301 3.442
H 3.204 -2.506 3.520
H 0.740 -4.131 4.409
H 1.911 -3.361 5.501
H 0.885 -2.353 4.477
H 3.339 -0.732 1.949
H 2.449 0.764 1.468
H 2.419 -0.304 4.368
H 3.377 1.062 3.777
H 1.594 1.126 3.758

The spin multiplicity is 8. The net charge is +2. The value obtained for the calculated total energy is -83469.746 eV. For the orbital gap (alpha / beta), the calculation gives 5.39 / 8.21 eV. The LUMO energy (alpha / beta) comes out at -8.885 / -6.081 eV. The value obtained for the largest force on an atom is 3.44 eV/Å.

The molecule's Löwdin atomic charges, reported in e, are given here: 1.041, -0.021, 1.011, -0.458, -0.077, -0.037, -0.035, -0.052, -0.173, -0.370, -0.081, -0.050, -0.038, -0.048, -0.081, -0.379, -0.100, -0.056, -0.038, -0.040, -0.065, 0.110, 0.121, 0.120, 0.121, 0.105, 0.120, 0.127, 0.127, 0.125, 0.108, 0.074, 0.120, 0.121, 0.122, 0.116, 0.041, 0.009, -0.061, -0.173, -0.504, 0.800, -0.281, -0.171, -0.075, -0.484, -0.148, -0.061, 0.106, 0.105, 0.086, 0.127, 0.079, 0.133, 0.112, 0.096, 0.103, 0.071, 0.123, 0.108, 0.080, 0.103, 0.082

# 6
# C24H32ClO5Pb

A molecular structure, C24H32ClO5Pb at a distorted geometry (ωB97M-V with the def2-TZVPD basis set, the OMol25 dataset).

Positions of all 63 atoms, in Å:
C 3.627 4.823 -4.717
C 3.475 4.133 -3.340
C 3.117 3.847 -5.777
C 3.532 2.477 -5.201
H 3.587 4.131 -6.732
H 2.026 3.964 -5.829
C 3.894 2.694 -3.667
H 2.413 4.193 -3.061
H 4.094 4.625 -2.567
C 3.171 1.585 -2.896
H 4.986 2.632 -3.547
H 4.441 2.167 -5.744
C 2.447 1.348 -5.127
C 2.892 6.174 -4.804
C 5.132 5.146 -4.984
O 5.632 5.112 -6.117
O 1.983 6.471 -4.098
O 3.359 6.999 -5.782
O 5.797 5.534 -3.859
C 6.017 6.924 -3.498
H 5.599 6.992 -2.483
H 5.519 7.661 -4.144
H 7.091 7.142 -3.463
C 2.635 8.240 -5.869
H 1.544 8.117 -5.915
H 3.022 8.696 -6.783
H 2.911 8.836 -4.995
O 2.595 0.639 -3.847
H 2.285 1.955 -2.344
H 3.867 1.081 -2.190
C 2.634 0.392 -6.307
C 1.006 1.871 -5.089
H 0.712 2.287 -6.057
H 0.887 2.617 -4.291
H 0.323 1.042 -4.852
H 1.851 -0.375 -6.298
H 3.622 -0.095 -6.291
H 2.546 0.941 -7.260
Pb 0.223 0.103 -0.621
C 0.991 -1.995 1.183
C 1.999 -1.635 0.216
C 2.503 -0.322 0.597
H 2.279 -2.200 -0.662
C 1.806 0.072 1.787
C 0.901 -0.949 2.136
H 0.285 -0.974 3.044
H 0.432 -2.926 1.201
H 3.244 0.263 0.063
H 1.975 1.003 2.340
C -2.433 0.647 -0.362
C -2.251 0.401 1.032
C -1.404 1.394 1.562
H -2.730 -0.403 1.605
C -1.060 2.297 0.529
C -1.696 1.859 -0.685
H -1.595 2.327 -1.662
H -3.068 0.074 -1.029
H -1.102 1.486 2.613
H -0.362 3.137 0.619
Cl -0.942 -2.239 -2.378
C -0.081 -0.813 -2.720
H 1.049 -0.903 -2.765
H -0.713 0.097 -2.967

The net charge is -1. The value obtained for the calculated total energy is -53411.689 eV. For the orbital gap, the calculation gives 4.81 eV. The LUMO energy comes out at 1.989 eV. The value obtained for the largest force on an atom is 3.44 eV/Å.

The molecule's Löwdin atomic charges, reported in e, are given here: -0.257, -0.055, -0.052, -0.139, 0.132, 0.119, -0.193, 0.129, 0.133, -0.120, 0.148, 0.150, -0.489, -0.435, -0.374, 0.121, 0.150, -0.042, -0.072, -0.017, 0.096, 0.093, 0.089, -0.038, 0.101, 0.094, 0.094, -0.119, 0.113, 0.126, -0.022, -0.020, 0.084, 0.093, 0.075, 0.087, 0.088, 0.090, 1.380, -0.211, -0.290, -0.313, 0.077, -0.252, -0.223, 0.091, 0.082, 0.059, 0.088, -0.261, -0.205, -0.241, 0.091, -0.275, -0.324, 0.071, 0.078, 0.089, 0.081, 0.431, -0.954, -0.017, -0.013

> Which of these has the lowest calculated total energy?

C24H32ClGdO3P2